[1]
C3H4N2O2 as an isolated structure in a non-equilibrium geometry. Source: the Open Molecules 2025 dataset; level of theory: ωB97M-V/def2-TZVPD.

ORCA input file:
```
! wB97M-V def2-TZVPD RIJCOSX def2/J DEFGRID3
* xyz 0 1
C -2.25 0.15 0.48
C -0.12 -0.21 -0.28
C 1.81 -0.41 0.31
H -2.19 1.27 0.38
H -3.28 -0.02 0.19
H -2.08 -0.15 1.57
H 2.69 -0.85 0.81
N 0.72 -1.17 -0.07
N 1.66 0.84 0.08
O -1.41 -0.38 -0.50
O 0.36 1.00 -0.27
*
```

The calculation puts the LUMO energy at 0.0307 hartree. The energy above the lowest of the compared OMol25 structures with the same formula, charge and spin comes out at 82.3 kcal/mol. The highest occupied orbital energy is -10.32 eV. The calculation puts the HOMO-LUMO gap at 0.410 hartree.

---

[2]
A 10-piece molecular cluster, C4H29N2O11 overall in a non-equilibrium geometry. Source: the Open Molecules 2025 dataset; level of theory: ωB97M-V/def2-TZVPD.

ORCA input file:
```
! wB97M-V def2-TZVPD RIJCOSX def2/J DEFGRID3
* xyz 1 1
N -0.71 1.13 -0.60
C -1.19 1.35 0.78
C -0.84 2.80 1.28
C -0.67 2.68 2.80
O 0.45 1.83 3.00
C -2.72 1.10 1.03
N -3.47 0.36 0.08
O -3.19 1.68 1.99
H -1.24 0.53 -1.32
H 0.22 0.66 -0.61
H -0.56 2.03 -1.10
H -0.77 0.50 1.46
H -1.67 3.42 0.87
H 0.03 3.19 0.74
H -1.50 2.16 3.24
H -0.49 3.69 3.17
H 1.23 2.30 3.31
H -3.21 0.71 -0.86
H -4.46 0.30 0.29
H -1.38 -1.05 -2.75
H -2.96 -0.90 -3.09
O -2.15 -0.51 -2.78
H -0.10 -2.83 0.72
H -1.60 -2.24 0.65
O -1.02 -2.97 0.40
H 1.84 1.91 -1.81
H 1.51 2.88 -3.02
O 1.14 2.40 -2.25
H 2.74 0.34 0.38
H 3.06 1.77 0.36
O 2.25 1.26 0.40
H 1.06 0.00 1.34
H 0.83 -1.32 1.97
O 0.44 -0.79 1.25
H 2.10 -1.29 -0.22
H 3.54 -1.50 -0.64
O 3.02 -1.24 0.15
H 1.03 -4.24 1.79
H 2.11 -3.95 0.84
O 1.31 -3.55 1.19
H 1.66 -2.24 -2.69
H 2.99 -1.83 -3.29
O 2.43 -1.68 -2.52
H -0.17 -2.84 -1.22
H -0.85 -3.20 -2.50
O -0.05 -2.80 -2.20
*
```

The calculation puts the LUMO energy at -0.0934 hartree. The energy above the lowest of the compared OMol25 structures with the same formula, charge and spin comes out at 50.5 kcal/mol. The highest occupied orbital energy is -12.84 eV. The calculation puts the HOMO-LUMO gap at 0.379 hartree.

---

[3]
A 2-piece molecular cluster, C3H9NO2 overall in a non-equilibrium geometry. Source: the Open Molecules 2025 dataset; level of theory: ωB97M-V/def2-TZVPD.

ORCA input file:
```
! wB97M-V def2-TZVPD RIJCOSX def2/J DEFGRID3
* xyz 0 1
C -0.23 1.78 0.37
C 0.43 1.08 -0.82
O 0.05 0.07 -1.31
O 1.57 1.73 -1.24
H 0.13 1.40 1.27
H -1.27 1.65 0.26
H -0.14 2.85 0.18
H 1.88 2.25 -0.49
C -1.11 -2.76 0.92
N -0.43 -1.59 1.49
H -1.81 -3.26 1.59
H -0.33 -3.49 0.74
H -1.63 -2.48 0.01
H -1.10 -0.98 1.95
H 0.17 -1.87 2.24
*
```

The calculation puts the LUMO energy at 0.0261 hartree. The SMILES is CC(=O)O.CN. The energy above the lowest of the compared OMol25 structures with the same formula, charge and spin comes out at 29.6 kcal/mol. The highest occupied orbital energy is -9.33 eV. The calculation puts the HOMO-LUMO gap at 0.369 hartree.

---

[4]
C36H33IN6O2OsS4 as an isolated structure in a non-equilibrium geometry. Source: the Open Molecules 2025 dataset; level of theory: ωB97M-V/def2-TZVPD.

ORCA input file:
```
! wB97M-V def2-TZVPD RIJCOSX def2/J DEFGRID3
* xyz 2 5
Os 1.44 0.75 0.36
S 3.07 1.90 1.82
C 1.68 2.84 2.11
N 0.60 2.52 1.41
C -0.35 3.51 1.45
C -1.47 3.72 0.63
C -2.18 4.89 0.73
C -1.87 5.88 1.71
C -0.68 5.71 2.44
C -0.03 4.48 2.43
S 1.47 4.21 3.22
H -1.79 3.02 -0.07
H -3.14 4.98 0.15
H -2.51 6.76 1.80
H -0.23 6.47 3.07
S 2.91 0.22 -1.19
C 1.84 -0.60 -2.36
N 2.27 -1.28 -3.34
N 1.33 -1.82 -4.11
C 1.50 -2.58 -5.23
C 0.38 -2.86 -6.06
C 0.55 -3.52 -7.22
C 1.84 -3.83 -7.62
C 2.97 -3.50 -6.90
C 2.78 -2.86 -5.68
N 0.54 -0.39 -2.17
N 0.26 0.15 -1.00
C -1.18 0.40 -0.79
C -1.91 0.80 -1.91
C -3.27 1.15 -1.71
C -3.88 0.89 -0.44
C -3.11 0.43 0.60
C -1.75 0.18 0.44
H 0.43 -1.42 -4.03
H -0.62 -2.63 -5.77
H -0.29 -3.78 -7.87
H 1.96 -4.32 -8.62
H 3.93 -3.94 -7.11
H 3.53 -2.61 -4.96
H -1.39 0.99 -2.83
H -3.83 1.67 -2.52
H -4.93 1.07 -0.39
H -3.56 0.15 1.59
H -1.15 -0.32 1.22
O 0.79 -0.38 1.90
S 1.62 -1.60 2.64
C 0.65 -2.95 1.82
C 0.97 -4.27 2.45
C 2.30 -4.45 2.76
C 2.61 -5.59 3.54
C 1.63 -6.54 3.87
C 0.33 -6.34 3.42
C 0.00 -5.29 2.59
C 1.15 -1.40 4.44
C -0.32 -1.14 4.48
C -1.22 -2.17 4.71
C -2.58 -1.92 4.95
C -3.13 -0.66 4.83
C -2.17 0.39 4.71
C -0.84 0.20 4.50
H 0.96 -2.97 0.75
H -0.37 -2.61 1.89
H 3.06 -3.74 2.50
H 3.64 -5.76 3.91
H 1.86 -7.38 4.51
H -0.39 -7.06 3.71
H -0.98 -5.21 2.14
H 1.79 -0.60 4.84
H 1.43 -2.32 4.91
H -0.80 -3.22 4.85
H -3.14 -2.80 5.27
H -4.24 -0.55 4.80
H -2.58 1.38 4.81
H -0.06 0.99 4.42
N -0.45 7.24 -4.43
C 0.08 6.13 -3.91
O -0.65 5.26 -3.37
C 1.57 5.96 -4.06
I 2.89 7.23 -2.75
H -1.46 7.36 -4.22
H 0.21 8.04 -4.51
H 1.84 6.31 -5.08
H 1.84 4.95 -3.90
*
```

The calculation puts the LUMO energy (alpha / beta) at -0.2428 / -0.3215 hartree. The expectation value of S² is 6.056. The energy above the lowest of the compared OMol25 structures with the same formula, charge and spin comes out at 40.0 kcal/mol. The highest occupied orbital energy (alpha / beta) is -12.50 / -12.77 eV. The calculation puts the HOMO-LUMO gap (alpha / beta) at 0.217 / 0.148 hartree.